Entry 1:
Computed, not measured: 3 unconnected molecules or ions with the total composition C5H16NO2 at a distorted geometry, with wB97M-V/def2-TZVPD.

```
24
Properties=species:S:1:pos:R:3:nbo_charge:R:1
C -0.112 0.289 -0.632 -0.24
C 0.315 -0.508 0.584 -0.48
C 0.437 -1.992 0.376 -0.46
C -1.949 -2.371 -0.002 -0.40
C -0.679 -2.525 -0.376 -0.20
N 0.437 1.778 -0.552 -0.71
H 0.093 -0.212 -1.661 0.25
H -1.278 0.264 -0.625 0.24
H -0.281 -0.317 1.497 0.23
H 1.298 -0.065 0.979 0.25
H 1.357 -2.321 -0.014 0.23
H 0.415 -2.718 1.340 0.25
H -2.104 -1.648 0.835 0.17
H -2.887 -2.847 -0.288 0.23
H -0.392 -3.231 -1.207 0.22
H 1.087 1.717 0.202 0.45
H -0.221 2.473 -0.343 0.46
H 0.895 2.147 -1.456 0.45
H 3.307 1.577 1.770 0.49
H 3.541 0.139 1.213 0.50
O 3.019 0.970 1.091 -0.98
H -2.152 2.595 -1.444 0.48
H -2.428 3.577 -0.405 0.50
O -1.720 3.229 -0.879 -0.95
```

The charge is +1. For the energy above the lowest of the compared OMol25 structures with the same formula, charge and spin, the calculation gives 54.7 kcal per mole. The LUMO energy is -0.11060 Eh. For the orbital gap, the calculation gives 9.563 eV. For the total energy, the calculation gives -11021.50961 eV. For the HOMO energy, the calculation gives -12.6 eV.

Entry 2:
Computed, not measured: a gas-phase ion, C4H7BrNS (charge +1) at a distorted geometry, with wB97M-V/def2-TZVPD.

```
14
Properties=species:S:1:pos:R:3:nbo_charge:R:1
N -0.758 0.704 -0.875 -0.73
C -0.448 -0.344 0.174 0.14
Br -2.306 -1.317 0.304 0.03
C 0.062 0.198 1.496 -0.41
C 1.249 -0.233 1.809 -0.27
S 2.031 -1.301 0.718 0.41
C 0.629 -1.369 -0.339 -0.64
H -0.852 1.469 -0.175 0.47
H -1.539 0.525 -1.431 0.45
H -0.007 0.971 -1.617 0.46
H -0.446 0.837 2.263 0.27
H 1.625 0.138 2.767 0.28
H 0.407 -2.379 -0.395 0.28
H 0.899 -1.321 -1.427 0.26
```

The charge is +1. For the energy above the lowest of the compared OMol25 structures with the same formula, charge and spin, the calculation gives 44.2 kcal per mole. The LUMO energy is -0.15562 Eh. For the orbital gap, the calculation gives 8.556 eV. For the total energy, the calculation gives -86620.77009 eV. The SMILES is [NH3+][C@]1(Br)C=CSC1. For the HOMO energy, the calculation gives -12.8 eV.

Entry 3:
Computed, not measured: 2 unconnected molecules or ions with the total composition ClHNO2P at a distorted geometry, with wB97M-V/def2-TZVPD.

```
6
Properties=species:S:1:pos:R:3:nbo_charge:R:1
N -2.745 -0.210 -0.206 0.49
O -2.128 -0.936 0.568 -0.32
O -3.891 -0.118 -0.497 -0.26
P -0.506 0.645 -1.734 0.39
Cl 0.687 -0.846 -1.615 -0.22
H -0.150 1.491 -0.726 -0.07
```

For the energy above the lowest of the compared OMol25 structures with the same formula, charge and spin, the calculation gives 58.2 kcal per mole. The LUMO energy (alpha / beta) is -0.04895 / -0.06505 Eh. For the orbital gap (alpha / beta), the calculation gives 8.681 / 6.844 eV. For the total energy, the calculation gives -27407.89032 eV. For the HOMO energy (alpha / beta), the calculation gives -10.0 / -8.6 eV.

Entry 4:
Computed, not measured: C10H16BrFNOPS in the gas phase at a distorted geometry, with wB97M-V/def2-TZVPD.

```
32
Properties=species:S:1:pos:R:3:nbo_charge:R:1
C -3.169 -0.800 -0.631 -0.27
C -1.869 -0.924 -0.394 -0.05
C -0.356 -0.660 0.161 -0.44
P 0.629 -2.277 0.403 0.81
C 1.322 -2.941 -1.239 -0.95
C -0.568 -3.517 1.211 -0.95
C -0.285 0.057 1.639 0.25
N 0.768 -0.567 2.534 -0.84
O -0.136 1.502 1.376 -0.54
C -0.427 1.766 -0.053 0.00
C 0.079 3.281 -0.289 0.20
C 0.598 3.606 -1.783 -0.68
F 1.093 3.738 0.652 -0.38
C 0.340 0.530 -0.751 -0.18
S 2.200 0.547 -0.517 0.02
Br -0.242 -0.047 -2.599 0.05
H -4.295 -0.618 -0.843 0.28
H 0.561 -2.885 -2.125 0.23
H 2.189 -2.221 -1.541 0.25
H 1.730 -4.016 -1.156 0.25
H -0.524 -3.326 2.361 0.22
H -0.278 -4.629 1.038 0.25
H -1.676 -3.376 0.913 0.24
H -1.336 0.004 2.133 0.17
H 0.981 0.187 3.229 0.38
H 0.337 -1.319 3.115 0.37
H -1.574 1.819 -0.108 0.24
H -0.848 3.966 -0.109 0.18
H -0.042 4.490 -2.196 0.22
H 0.479 2.750 -2.539 0.24
H 1.679 4.010 -1.728 0.24
H 2.518 1.865 -0.202 0.17
```

The LUMO energy is 0.01535 Eh. For the orbital gap, the calculation gives 7.905 eV. For the total energy, the calculation gives -107044.00729 eV. The SMILES is C#C[C@]1(P(C)C)[C@@H](N)O[C@@H]([C@H](C)F)[C@]1(S)Br. For the HOMO energy, the calculation gives -7.5 eV.

Entry 5:
Computed, not measured: 2 unconnected molecules or ions with the total composition C6H12N2 at a distorted geometry, with wB97M-V/def2-TZVPD.

```
20
Properties=species:S:1:pos:R:3:nbo_charge:R:1
C -0.467 -0.750 1.356 -0.55
C -1.011 1.181 -1.144 0.05
C -0.501 -1.913 0.415 -0.62
C 0.513 0.224 1.377 0.17
N -1.399 0.488 -2.248 -0.77
C 1.754 0.355 -0.885 -0.10
C 1.081 0.888 2.406 -0.54
N 0.758 0.771 -0.215 -0.39
H -1.302 -0.620 2.035 0.21
H -1.662 -0.477 -2.108 0.40
H -0.946 0.690 -3.126 0.39
H -0.667 2.187 -1.334 0.20
H -1.647 1.048 -0.282 0.23
H 0.186 -2.712 0.722 0.19
H -0.178 -1.622 -0.592 0.16
H -1.506 -2.348 0.359 0.20
H 1.915 0.657 -1.920 0.16
H 2.449 -0.389 -0.498 0.19
H 1.785 1.692 2.248 0.19
H 0.844 0.650 3.434 0.22
```

For the energy above the lowest of the compared OMol25 structures with the same formula, charge and spin, the calculation gives 134.8 kcal per mole. The LUMO energy is 0.00885 Eh. For the orbital gap, the calculation gives 5.580 eV. For the total energy, the calculation gives -9391.00352 eV. For the HOMO energy, the calculation gives -5.3 eV.

Entry 6:
Computed, not measured: a molecular structure, C23H42N2O5S2 at a distorted geometry, with wB97M-V/def2-TZVPD.

```
74
Properties=species:S:1:pos:R:3:mulliken_charge:R:1
C 2.241 -2.038 3.929 -0.93
C 3.575 -1.641 4.549 -0.62
C 3.615 -0.121 4.807 0.54
C 4.733 0.522 4.025 -0.84
O 4.961 1.909 4.251 -0.41
S 3.803 2.949 3.839 1.12
O 3.108 2.365 2.712 -0.60
O 4.517 4.157 3.576 -0.69
N 2.979 2.973 5.204 -0.36
S 1.666 3.880 5.227 1.05
O 1.583 4.544 6.505 -0.73
O 1.488 4.735 4.079 -0.68
C 0.299 2.727 5.298 -1.52
C -0.019 1.952 4.039 0.87
C 0.260 2.457 2.772 -0.63
C 0.000 1.751 1.604 -0.83
C -0.593 0.504 1.672 -0.24
C -0.913 0.013 2.925 -0.53
C -0.639 0.703 4.112 1.06
C -1.085 0.033 5.393 -1.87
H 2.083 -1.428 3.042 0.26
H 2.192 -3.092 3.674 0.45
H 1.446 -1.761 4.608 0.04
H 3.649 -2.135 5.512 0.28
H 4.400 -1.928 3.902 0.43
H 3.760 0.119 5.856 0.35
H 2.658 0.313 4.539 -0.34
H 5.659 0.048 4.347 0.37
H 4.644 0.313 2.962 0.33
H -0.567 3.264 5.668 0.47
H 0.573 2.016 6.066 0.39
H 0.720 3.425 2.677 0.53
H 0.265 2.215 0.667 0.45
H -0.785 -0.036 0.757 0.37
H -1.398 -0.953 2.982 0.33
H -2.160 -0.129 5.329 0.43
H -0.636 -0.952 5.463 0.29
H -0.918 0.618 6.283 0.40
C 0.864 -1.334 -5.999 -1.40
C -0.525 -1.965 -6.047 -0.27
C -1.658 -0.948 -6.175 -0.78
C -1.840 0.102 -5.092 -0.93
N -2.221 -0.354 -3.710 0.32
C -1.049 -0.867 -2.900 -0.78
C -0.243 0.369 -2.542 -0.84
C -1.277 1.495 -2.421 -0.39
C -2.591 0.910 -2.923 -0.78
C -3.418 -1.280 -3.701 -0.72
C -3.150 -2.791 -3.815 -0.43
C -3.687 -3.466 -5.084 -1.36
H 0.971 -0.626 -5.175 0.23
H 1.627 -2.101 -5.871 0.39
H 1.081 -0.803 -6.927 0.40
H -0.670 -2.614 -5.181 0.15
H -0.578 -2.628 -6.913 0.46
H -2.607 -1.460 -6.345 0.29
H -1.487 -0.380 -7.095 0.57
H -2.651 0.757 -5.408 0.34
H -0.951 0.723 -4.990 0.59
H -1.474 -1.339 -2.015 0.65
H -0.478 -1.595 -3.463 0.43
H 0.485 0.595 -3.321 0.12
H 0.322 0.236 -1.622 0.66
H -0.974 2.362 -3.004 0.36
H -1.378 1.816 -1.386 0.16
H -3.169 1.575 -3.557 0.42
H -3.207 0.592 -2.087 0.43
H -4.095 -0.919 -4.474 0.57
H -3.901 -1.106 -2.744 0.33
H -3.660 -3.254 -2.970 0.55
H -2.099 -3.037 -3.682 0.32
H -4.607 -2.995 -5.432 0.36
H -3.907 -4.513 -4.885 0.37
H -2.963 -3.449 -5.898 0.26
```

The LUMO energy is -0.03309 Eh. For the orbital gap, the calculation gives 6.354 eV. For the total energy, the calculation gives -59417.45966 eV. For the HOMO energy, the calculation gives -7.3 eV.